The following is a DFT calculation (wB97M-V/def2-TZVPD) of a structure of composition C34H45BN12NiO4 at a distorted geometry.

Geometry as XYZ:
```
97
Properties=species:S:1:pos:R:3:forces:R:3:mulliken_spin:R:1
Ni 0.1437 0.1478 0.1906 0.08 0.14 -0.03 2.1231
C 1.0161 3.3090 2.2093 -0.06 -0.22 0.14 -0.0066
C 0.3538 3.3113 0.8820 -0.25 0.60 -0.17 0.0203
C -0.2379 4.4313 0.2792 0.06 -0.36 0.11 0.0127
C -0.6014 4.0202 -0.9816 0.07 -0.20 0.20 0.0149
N -0.2329 2.7362 -1.1252 -0.21 0.69 -0.25 -0.0183
N 0.3192 2.2903 0.0238 0.06 -1.08 0.06 0.1025
B -0.1859 1.8373 -2.3680 -0.01 0.00 -0.29 -0.0204
N -1.3336 0.8407 -2.2655 -0.17 0.20 -0.69 0.0272
C -2.4417 0.7619 -3.0187 -0.07 -0.24 0.29 0.0089
C -3.2896 -0.1440 -2.4292 0.36 0.02 0.31 0.0157
C -2.6229 -0.5835 -1.2783 -0.51 -0.03 -0.19 0.0038
C -3.1670 -1.5301 -0.2747 0.18 -0.04 0.12 -0.0024
N -1.4361 0.0211 -1.2083 0.60 -0.07 0.73 0.1513
N 1.1605 1.0791 -2.3374 0.19 0.35 -0.45 0.0110
C 2.1678 1.2293 -3.2134 -0.18 -0.22 0.31 0.0407
C 3.1435 0.3149 -2.9022 -0.16 -0.16 0.42 0.0119
C 2.6577 -0.3815 -1.7923 0.64 -0.11 -0.54 0.0239
C 3.3694 -1.5141 -1.1489 -0.08 0.00 0.10 0.0033
N 1.4582 0.1069 -1.4561 -0.71 -0.10 1.03 0.1093
N -0.2480 2.5676 -3.6926 -0.07 0.63 0.28 0.0006
C 0.3019 3.7461 -4.0698 0.32 0.29 -0.22 0.0005
C 0.3896 3.7599 -5.4408 -0.20 -0.11 0.21 0.0001
C -0.1547 2.5178 -5.8532 0.23 0.68 0.83 0.0002
C -0.2855 1.9655 -7.2213 0.06 -0.18 -0.09 0.0001
N -0.5197 1.8420 -4.7835 -0.30 -1.45 -0.71 0.0007
H 1.3647 4.3164 2.4257 0.04 -0.02 0.03 -0.0006
H 1.8596 2.6260 2.2179 0.13 0.03 0.04 0.0018
H 0.3253 3.0194 3.0007 -0.02 0.01 0.08 0.0005
H -0.3734 5.3946 0.7260 0.01 0.22 0.03 0.0002
H -1.1027 4.5601 -1.7595 -0.02 0.03 -0.26 -0.0002
H -2.5476 1.3284 -3.9201 0.07 0.10 -0.08 -0.0009
H -4.2614 -0.4395 -2.7626 -0.22 -0.10 -0.06 0.0019
H -4.2386 -1.3726 -0.1882 -0.06 -0.04 0.05 -0.0005
H -2.7054 -1.3490 0.6893 -0.07 -0.18 0.12 0.0012
H -3.0101 -2.5647 -0.5789 -0.04 -0.07 0.00 -0.0004
H 2.1472 1.9584 -3.9971 -0.20 0.17 -0.18 -0.0016
H 4.0796 0.1585 -3.3972 0.16 -0.05 -0.10 0.0012
H 4.1675 -1.8412 -1.8097 0.01 -0.04 -0.01 0.0000
H 2.6932 -2.3454 -0.9712 0.07 -0.12 0.00 0.0013
H 3.8222 -1.2119 -0.2073 0.05 -0.04 0.08 0.0010
H 0.6135 4.4681 -3.3437 0.12 0.23 0.12 -0.0006
H 0.7507 4.5463 -6.0690 0.13 0.25 -0.09 0.0000
H -0.3928 2.7558 -7.9589 -0.06 0.04 -0.04 0.0000
H -1.1382 1.2952 -7.2739 -0.06 -0.04 -0.08 0.0000
H 0.6091 1.3940 -7.4725 -0.01 -0.03 -0.08 0.0000
C -2.4052 2.3084 4.0149 -0.07 -0.14 0.02 -0.0002
C -2.6171 0.8087 4.1646 0.24 0.16 0.04 0.0030
C -1.3107 0.0261 3.9764 -0.46 0.07 -0.14 0.0079
C -1.5541 -1.5074 4.0784 0.02 -0.14 0.08 0.0007
C -2.1619 -1.9565 5.3995 0.09 0.00 -0.07 -0.0002
C -0.2948 0.3844 5.0430 -0.09 0.09 -0.14 0.0007
O -0.5751 0.5928 6.1942 -0.12 0.04 0.09 0.0020
N 1.0140 0.3824 4.6226 0.63 0.04 -0.01 0.0098
C 1.4885 0.3120 3.3147 0.41 -0.06 0.91 0.0093
O 2.6801 0.2815 3.1038 0.08 0.10 -0.18 -0.0006
N 0.5435 0.3002 2.3409 -1.03 0.20 -1.56 0.0677
C -0.7609 0.2327 2.5864 0.81 -0.08 1.41 0.0267
O -1.5092 0.2434 1.5937 0.15 -0.10 -1.21 0.1653
H -3.3368 2.8377 4.1928 -0.04 0.11 -0.02 -0.0002
H -2.0593 2.5550 3.0131 0.02 0.12 -0.14 0.0004
H -1.6765 2.6584 4.7432 0.05 0.13 0.06 0.0000
H -3.3361 0.4524 3.4267 -0.06 -0.08 0.06 0.0013
H -2.9968 0.6062 5.1640 -0.02 -0.11 -0.04 -0.0002
H -0.5976 -2.0175 3.9219 -0.03 -0.07 -0.07 -0.0004
H -2.2230 -1.7868 3.2616 0.08 0.00 -0.09 0.0006
H -1.5823 -1.6016 6.2465 0.02 -0.02 0.09 0.0001
H -2.1807 -3.0423 5.4247 -0.05 -0.11 0.03 0.0000
H -3.1801 -1.5955 5.5114 -0.09 -0.01 0.02 0.0000
H 1.7309 0.5047 5.3330 -0.18 -0.02 -0.13 -0.0010
C -0.5895 -5.9099 -2.4450 0.32 0.02 0.14 0.0000
C 0.4484 -6.0035 -1.3278 -0.08 0.12 -0.41 0.0000
N -0.1626 -6.4154 -0.0849 0.18 0.05 0.21 0.0001
C -0.5325 -7.8156 0.0618 -0.44 -0.20 0.28 0.0000
C -2.0344 -8.0707 0.0584 0.19 -0.03 0.04 0.0000
C -0.4262 -5.5857 0.9436 0.12 0.13 -0.38 0.0009
O -1.1168 -5.8850 1.8965 -0.08 -0.01 0.39 0.0007
C 0.3480 -4.2892 0.9887 -0.02 0.18 0.16 0.0092
C 1.5354 -4.3509 1.7120 -0.08 0.31 -0.18 -0.0047
C 2.2684 -3.1924 1.8824 -0.15 0.06 -0.09 0.0087
C 1.7810 -2.0121 1.3458 0.34 -0.18 0.19 0.0069
N 0.6287 -1.9425 0.6787 -0.08 0.74 -0.07 0.0529
C -0.0754 -3.0583 0.5027 -0.20 -0.50 -0.12 -0.0062
H -0.1223 -5.5484 -3.3551 0.02 0.03 -0.20 0.0000
H -1.3850 -5.2265 -2.1622 -0.13 0.11 0.01 0.0000
H -1.0289 -6.8827 -2.6437 -0.07 -0.10 -0.06 0.0000
H 0.9313 -5.0343 -1.1863 0.03 -0.15 -0.04 0.0001
H 1.2170 -6.7333 -1.6006 0.03 0.12 0.07 0.0001
H -0.1268 -8.1554 1.0196 0.03 -0.08 -0.11 0.0000
H -0.0491 -8.3716 -0.7420 0.06 0.06 0.04 0.0000
H -2.4922 -7.6083 0.9271 -0.06 0.01 -0.01 0.0000
H -2.1958 -9.1428 0.1082 -0.15 -0.16 -0.03 0.0000
H -2.5035 -7.6843 -0.8417 -0.07 0.01 -0.13 0.0000
H 1.8672 -5.2943 2.1218 0.03 -0.05 0.04 0.0003
H 3.2014 -3.1955 2.4192 0.14 0.08 0.08 0.0003
H 2.3459 -1.0963 1.4536 -0.05 -0.08 0.06 -0.0059
H -0.9979 -2.9632 -0.0503 -0.05 -0.02 -0.01 0.0045
```
Positions in Å, forces in eV/Å.

## Properties
* highest occupied orbital energy (spin up / spin down): -11.60 / -11.59 eV
* multiplicity: 4
* E: -3813.758271 hartree
* LUMO energy (spin up / spin down): -2.5 / -6.4 eV
* molecular weight: 755.3 g mol⁻¹
* frontier orbital gap (spin up / spin down): 9.098 / 5.145 eV
* <S²>: 3.762
* total charge: +1



The following is a DFT calculation (wB97M-V/def2-TZVPD) of a structure of composition C34H45BrClF9N4O5SSi2TeTi at a distorted geometry.

Geometry as XYZ:
```
104
Properties=species:S:1:pos:R:3:forces:R:3:mulliken_spin:R:1
Ti -0.9957 -0.9538 -0.8659 -0.43 0.97 -0.30 0.9737
C 2.3316 -2.1592 1.8420 -0.03 0.00 0.00 0.0044
C 1.2490 -2.0404 0.8168 0.05 -0.09 0.04 0.0218
N 0.4007 -1.0749 0.8205 -0.12 -0.01 -0.10 -0.0099
O 0.5200 -0.1512 1.8472 0.08 -0.01 0.03 0.0080
C 1.0657 -3.0186 -0.2365 0.09 -0.03 0.10 0.0623
C 1.8711 -4.2632 -0.3994 0.01 0.01 -0.03 0.0037
N 0.0959 -2.7244 -1.0665 -0.06 -0.12 -0.04 -0.0701
O -0.2093 -3.4960 -2.0367 0.01 -0.05 -0.05 0.0102
H 2.6376 -1.1700 2.1784 0.02 0.00 0.00 0.0008
H 3.1879 -2.6905 1.4315 0.01 0.01 -0.01 0.0000
H 1.9631 -2.7119 2.7103 0.01 0.00 0.01 0.0007
H -0.1761 0.4936 1.5921 -0.05 0.08 -0.04 -0.0077
H 2.3083 -4.5898 0.5444 0.00 0.00 0.01 0.0001
H 2.6752 -4.1243 -1.1302 -0.01 -0.02 0.01 0.0030
H 1.2173 -5.0467 -0.7850 0.00 -0.01 0.00 0.0002
Cl 5.3610 -3.3638 -3.3230 0.01 -0.01 -0.01 -0.0002
C 4.0293 -2.3005 -2.8877 -0.01 0.04 0.02 -0.0055
C 2.8805 -2.2810 -3.6643 -0.01 0.02 0.00 0.0049
C 1.8332 -1.4485 -3.3157 -0.01 0.02 -0.05 0.0049
C 1.8916 -0.6077 -2.1874 0.14 0.01 -0.02 -0.0375
C 0.7662 0.2161 -1.7671 0.02 -0.22 0.17 0.0398
C 3.0781 -0.6627 -1.4316 -0.05 0.03 0.00 -0.0071
C 4.1342 -1.4960 -1.7677 0.01 -0.03 -0.01 0.0046
H 2.7996 -2.9342 -4.5235 -0.01 0.00 0.00 0.0001
H 0.9181 -1.4745 -3.8981 0.04 0.00 0.02 -0.0012
H 0.2307 0.7003 -2.5868 -0.02 -0.12 -0.06 -0.0109
H 1.0811 0.9685 -1.0401 -0.04 0.03 -0.05 -0.0067
H 3.1636 -0.0238 -0.5578 0.00 -0.01 0.01 0.0002
H 5.0351 -1.5198 -1.1667 0.00 0.00 0.00 0.0003
C 2.8891 5.1616 4.7356 0.05 0.01 -0.02 0.0000
Si 3.6622 5.4060 3.0421 -0.03 0.00 -0.01 -0.0001
C 5.3189 4.5298 2.9769 -0.01 0.03 0.02 0.0000
C 3.9654 7.2522 2.7916 0.00 -0.03 0.02 0.0000
C 2.5312 4.7675 1.7040 -0.01 -0.03 0.06 0.0001
Te 2.0524 2.6691 1.9378 0.03 0.05 -0.04 0.0013
C 0.3177 3.0840 3.1167 -0.04 -0.03 0.06 0.0007
Si -0.2140 1.8164 4.4186 0.09 -0.05 0.04 -0.0012
C -0.8240 2.8507 5.8759 0.01 -0.01 -0.01 0.0001
C 1.2700 0.8249 5.0017 -0.02 0.00 0.04 0.0001
C -1.5982 0.6956 3.8552 -0.03 0.00 0.06 0.0019
H 3.5816 5.4710 5.5228 0.00 0.01 0.00 0.0000
H 2.6431 4.1101 4.8978 0.00 -0.01 0.00 0.0000
H 1.9740 5.7485 4.8441 -0.01 -0.01 0.01 0.0000
H 5.9624 4.8667 3.7939 0.01 0.00 0.00 0.0000
H 5.8362 4.7344 2.0366 0.00 -0.01 -0.01 0.0000
H 5.1901 3.4501 3.0672 -0.01 -0.01 0.00 0.0000
H 4.6395 7.6569 3.5509 0.00 0.00 0.01 0.0000
H 3.0279 7.8108 2.8439 -0.01 0.00 0.00 0.0000
H 4.4117 7.4419 1.8126 0.00 0.00 -0.01 0.0000
H 2.9589 4.8858 0.7066 0.03 0.00 0.01 0.0000
H 1.5703 5.2866 1.7015 -0.01 -0.01 -0.04 0.0000
H -0.5058 3.3013 2.4333 0.04 -0.03 -0.06 -0.0005
H 0.5723 3.9957 3.6628 0.00 0.01 -0.03 0.0000
H -0.0407 3.5174 6.2467 0.00 0.01 0.00 0.0000
H -1.1435 2.2086 6.7007 0.00 -0.01 0.00 0.0000
H -1.6800 3.4622 5.5800 -0.01 0.01 0.00 0.0000
H 2.0739 1.4699 5.3655 0.00 0.01 0.00 0.0000
H 1.6687 0.2124 4.1905 -0.03 0.01 -0.01 0.0000
H 0.9721 0.1555 5.8137 0.00 0.00 0.01 0.0000
H -2.4207 0.7198 4.5742 -0.01 0.00 0.02 0.0030
H -1.2692 -0.3402 3.7592 0.01 0.02 -0.02 -0.0009
H -2.0160 0.9960 2.8922 -0.01 0.01 -0.01 -0.0022
F -2.9538 0.6049 -4.8670 -0.01 -0.02 -0.01 -0.0001
C -2.8923 -0.7332 -4.7393 0.01 0.02 -0.03 -0.0014
F -3.7876 -1.2495 -5.6072 0.04 0.01 0.00 -0.0001
F -1.6790 -1.1075 -5.1456 -0.07 -0.01 0.00 0.0000
C -3.1480 -1.1615 -3.2598 -0.05 0.00 -0.02 -0.0013
O -2.0667 -0.8717 -2.5420 0.28 -0.09 0.54 0.0513
C -3.4776 -2.6927 -3.2281 -0.01 -0.04 0.03 -0.0016
F -2.6689 -3.3783 -4.0457 -0.06 0.04 0.05 -0.0002
F -4.7484 -2.9457 -3.6281 0.08 -0.01 0.00 0.0003
F -3.3427 -3.1779 -2.0014 -0.01 0.04 -0.10 0.0071
C -4.3860 -0.3721 -2.7125 0.04 0.03 0.03 -0.0016
F -4.8517 -0.9351 -1.5968 -0.01 0.03 -0.02 0.0005
F -5.4103 -0.3091 -3.5934 0.03 0.01 0.01 -0.0001
F -4.0456 0.8874 -2.4212 -0.05 -0.08 -0.01 -0.0015
Br -5.2172 -5.8605 4.2131 0.01 0.01 -0.01 0.0025
C -4.0642 -5.1545 2.8418 0.01 -0.02 0.00 -0.1351
C -3.2364 -6.0543 2.1699 0.00 0.02 0.01 0.3085
C -2.4068 -5.5167 1.1674 -0.01 0.02 0.00 -0.1361
C -2.4042 -4.1782 0.8695 0.00 -0.01 0.01 0.2026
C -3.2497 -3.2684 1.5746 0.00 0.00 -0.04 -0.0568
C -4.1041 -3.8114 2.5880 -0.01 -0.01 0.01 0.1999
C -3.2465 -1.8908 1.2927 0.11 -0.08 0.17 0.3019
O -4.0936 -1.1142 1.9965 0.06 0.24 -0.07 0.0415
O -2.4846 -1.3047 0.4476 0.05 -0.14 -0.32 0.0992
H -3.2430 -7.1076 2.4074 0.00 0.00 0.00 0.0413
H -1.7583 -6.1799 0.6059 0.01 0.00 0.00 -0.0081
H -1.7693 -3.8087 0.0768 -0.01 -0.01 0.01 0.0734
H -4.7632 -3.1578 3.1389 0.00 0.00 0.00 0.0519
C -3.0341 3.7647 -1.5481 0.00 0.01 -0.02 0.0013
N -3.5833 3.0296 -0.4344 0.00 0.00 0.03 0.0006
C -4.8792 3.1231 0.0224 0.03 0.01 -0.04 -0.0006
C -4.9851 2.2024 1.0139 -0.02 -0.01 0.03 0.0009
N -3.7903 1.5496 1.1842 0.01 -0.08 0.09 0.0028
C -2.9470 2.0604 0.2978 -0.11 -0.01 -0.12 -0.0019
S -1.2796 1.6770 0.0024 0.02 -0.20 0.02 -0.0089
H -2.7673 4.7837 -1.2572 0.01 0.00 0.00 0.0002
H -3.7630 3.7975 -2.3584 -0.01 0.00 0.01 -0.0001
H -2.1392 3.2494 -1.8891 -0.01 0.00 0.00 -0.0002
H -5.5879 3.8071 -0.4115 -0.01 0.00 -0.01 -0.0001
H -5.8498 1.9529 1.6072 -0.01 0.00 0.01 -0.0004
H -3.9138 -0.1701 1.7294 -0.02 -0.12 0.03 -0.0212
```
Positions in Å, forces in eV/Å.

## Properties
* energy relative to the best compared isomer or geometry (same formula, charge and spin): 0.616 eV
* highest occupied orbital energy (spin up / spin down): -0.17 / -2.29 eV
* multiplicity: 3
* E: -7945.704720 hartree
* LUMO energy (spin up / spin down): 3.3 / 3.3 eV
* molecular weight: 1139.8 g mol⁻¹
* frontier orbital gap (spin up / spin down): 3.508 / 5.624 eV
* <S²>: 2.028
* total charge: -2



Question: total charge of number 2 (C34H45BrClF9N4O5SSi2TeTi)?
Answer: -2



Question: What is the formula in the first record?
Answer: C34H45BN12NiO4



Question: The lowest <S²> belongs to which entry?
Answer: C34H45BrClF9N4O5SSi2TeTi